Entry 1:
Entry from the OMol25 dataset: C25H40BrNOP2Ru as an isolated structure at a distorted geometry (the ωB97M-V functional and the def2-TZVPD basis).

Last column: Löwdin charge in e.
Element x y z (Å)
C -9.375541 -0.345082 -2.362915  0.1294
C -8.390800 0.446053 -2.979706  -0.1563
C -8.766591 1.311214 -4.019201  0.1182
C -10.108812 1.331615 -4.407868  0.0282
N -11.027705 0.570763 -3.824416  0.1572
C -10.688744 -0.243406 -2.831149  0.0319
C -7.014630 0.384542 -2.554865  0.1039
C -5.844345 0.343287 -2.224659  0.0724
C -4.564627 0.263929 -1.644261  -0.1907
C -4.459697 0.298949 -0.245072  0.0453
C -3.203024 0.234338 0.354169  -0.0330
C -2.110271 0.151212 -0.507317  -0.2547
C -2.178131 0.100875 -1.908729  -0.1025
C -3.444677 0.168280 -2.488072  0.0195
Ru -0.159717 0.463417 -0.392586  0.8417
P -0.133095 2.233572 0.799871  0.8625
H -8.016774 1.942612 -4.499752  0.1552
H -9.107040 -1.014378 -1.542757  0.1597
H -10.412417 1.992213 -5.216196  0.1581
H -11.463358 -0.851524 -2.369444  0.1601
H -3.588161 0.168690 -3.576801  0.1463
H -5.372590 0.382620 0.350769  0.1534
H -1.280679 0.010026 -2.537329  0.1060
H -3.061118 0.269891 1.434492  0.1257
C 1.592443 2.765829 1.185177  -0.3636
C 1.809302 4.283251 1.264645  -0.0929
H 2.224300 2.302954 0.405067  0.0216
H 1.868336 2.272251 2.135858  0.1125
H 2.849983 4.492911 1.551762  0.1133
H 1.621165 4.776590 0.303711  0.0694
H 1.166861 4.747062 2.021243  0.0703
C -0.838365 3.472040 -0.356125  -0.3612
C -2.080552 4.224770 0.110526  -0.0928
H -1.083166 2.873186 -1.251462  0.0503
H -0.050212 4.171485 -0.664024  0.0712
H -2.477542 4.821757 -0.721915  0.0982
H -2.873998 3.541914 0.435305  0.0741
H -1.862453 4.911632 0.937070  0.0889
C -1.008353 2.369129 2.408391  -0.3408
C -0.687680 3.530752 3.352996  -0.0908
H -0.795416 1.412019 2.909181  0.0887
H -2.082132 2.361312 2.174459  0.0753
H -1.335158 3.469035 4.238212  0.1112
H 0.346417 3.504658 3.708537  0.0886
H -0.857250 4.511507 2.897609  0.0733
Br 2.155745 -0.394134 -0.196046  0.3285
P 0.820834 2.908930 -5.011343  1.2319
C 0.702595 4.025551 -3.556655  -0.3836
C 1.716389 5.171832 -3.669408  -0.1242
H 0.859629 3.429900 -2.645037  0.0603
H -0.322072 4.424776 -3.535129  0.0925
H 1.470882 5.986332 -2.977815  0.0902
H 2.733378 4.833387 -3.442131  0.0883
H 1.732756 5.586116 -4.685419  0.0855
C 1.745348 1.431678 -4.436393  -0.3742
C 2.522049 0.781010 -5.590299  -0.1225
H 1.026677 0.730679 -3.988364  0.0740
H 2.438266 1.770572 -3.652378  0.0903
H 3.289831 0.104005 -5.204386  0.0943
H 1.864118 0.205795 -6.250609  0.0877
H 3.026834 1.532443 -6.207534  0.0855
C -0.907064 2.339926 -5.322131  -0.3709
C -1.613475 3.200479 -6.383624  -0.1278
H -1.462109 2.338116 -4.371229  0.0767
H -0.822687 1.303095 -5.683812  0.0940
H -2.509473 2.690956 -6.757117  0.0889
H -1.927190 4.170426 -5.981067  0.0835
H -0.957507 3.394370 -7.241537  0.0868
O -0.317215 -0.654172 1.597625  -0.1150
H 0.619849 -0.924814 1.365473  -0.0398
H -0.860725 -1.462383 1.514728  0.1171

Atoms 1-2, force components in eV/Å:
2.5 0.3 0.4
0.4 0.1 0.0

E_LUMO (alpha / beta) ... -13.75 / -14.34 eV
Energy relative to the best compared isomer or geometry (same formula, charge and spin) ... 0.00 kJ/mol
Gap between HOMO and LUMO (alpha / beta) ... 5.964 / 5.344 eV
⟨S²⟩ ... 6.070
Net charge ... +4
HOMO (alpha / beta) ... -19.71 / -19.68 eV
2S+1 ... 5

Entry 2:
Entry from the OMol25 dataset: C27H35N7O4Pd as an isolated structure at a distorted geometry (the ωB97M-V functional and the def2-TZVPD basis).

Last column: Löwdin charge in e.
Element x y z (Å)
Pd 0.958614 1.010556 -0.423954  1.1524
O 3.549745 4.170165 -2.155173  0.2306
C 2.918615 3.263163 -1.493221  -0.4406
O 2.015464 2.556885 -1.939937  0.0164
C 3.384123 3.094987 -0.075692  -0.1405
C 4.442382 3.812798 0.482186  0.0887
C 4.800522 3.544278 1.797883  0.0549
C 4.094505 2.584395 2.514606  0.0749
C 3.046844 1.917800 1.883260  -0.1441
N 2.714077 2.169359 0.611302  0.0997
C 2.217637 0.828552 2.492528  -0.4284
O 2.304512 0.515143 3.743536  0.2399
O 1.445966 0.207796 1.760840  -0.0131
H 3.274249 4.320086 -3.080250  0.1873
H 4.965585 4.559827 -0.095485  0.1488
H 5.625825 4.069433 2.258797  0.1496
H 4.372266 2.367671 3.535462  0.1401
H 2.898802 1.019179 4.326530  0.1640
C 3.870305 -3.055062 -2.105323  -0.0029
N 3.020878 -1.882382 -2.059899  -0.1111
C 3.309236 -0.903155 -3.083275  -0.0049
C 1.950727 -1.744534 -1.246068  -0.3188
N 0.918471 -0.910549 -1.612251  0.1004
C 0.330263 -0.946264 -2.826313  -0.1768
C 0.447375 -2.117774 -3.620634  0.0437
C 0.121382 -2.120841 -4.959357  0.0220
C -0.298528 -0.948636 -5.570242  0.0847
C -0.557902 0.207190 -4.800005  -0.1077
C -1.037804 1.370471 -5.441775  0.0813
C -1.408024 2.477786 -4.701266  0.0191
C -1.410835 2.401887 -3.319914  0.0269
C -0.953203 1.258124 -2.633568  -0.2179
N -1.129745 1.167846 -1.267526  0.1230
C -2.291724 1.489426 -0.669632  -0.2861
N -2.302378 1.724073 0.652612  -0.1134
C -3.448724 1.459170 1.498480  0.0007
C -1.117105 2.131346 1.374948  -0.0330
N -3.477878 1.535543 -1.348597  -0.1021
C -3.806221 0.657839 -2.440311  0.0012
C -4.514331 2.477151 -1.008284  -0.0042
C -0.375248 0.184185 -3.383510  -0.0083
N 1.870769 -2.343513 -0.053006  -0.1046
C 3.012221 -2.725687 0.747028  -0.0023
C 0.574045 -2.520080 0.565124  -0.0080
H 4.031306 -3.327618 -3.152021  0.1204
H 3.425375 -3.904321 -1.593844  0.1081
H 4.862529 -2.862573 -1.686067  0.1172
H 2.918708 -1.210090 -4.059341  0.1081
H 4.392137 -0.802674 -3.178470  0.1218
H 2.883208 0.068404 -2.815856  0.0821
H 0.838192 -3.012732 -3.159824  0.1428
H 0.226021 -3.028425 -5.535769  0.1461
H -0.473314 -0.921888 -6.635583  0.1520
H -1.116367 1.383247 -6.518774  0.1514
H -1.741604 3.377744 -5.198707  0.1445
H -1.773288 3.239166 -2.741563  0.1439
H -4.150811 0.789006 1.010783  0.1107
H -3.966335 2.377860 1.785553  0.1190
H -3.109515 0.981134 2.419395  0.1194
H -0.392194 2.629598 0.697946  0.0805
H -0.665407 1.271885 1.898129  0.0910
H -1.415525 2.856433 2.138089  0.1270
H -3.069054 -0.134503 -2.552677  0.1036
H -3.903865 1.207963 -3.381099  0.1135
H -4.782735 0.204982 -2.238051  0.1285
H -4.168202 3.235167 -0.312764  0.1086
H -5.400270 1.982345 -0.600522  0.1239
H -4.851211 2.978120 -1.919832  0.1247
H 3.940324 -2.335650 0.337994  0.0979
H 3.084911 -3.811739 0.850060  0.1254
H 2.878764 -2.310926 1.749332  0.1060
H -0.064923 -3.153481 -0.052994  0.1133
H 0.071631 -1.557994 0.720846  0.0691
H 0.698100 -2.998676 1.532632  0.1182

Atoms 1-2, force components in eV/Å:
0.5 0.0 0.1
0.4 0.5 -0.1

E_LUMO (alpha / beta) ... -11.53 / -14.86 eV
Gap between HOMO and LUMO (alpha / beta) ... 7.949 / 5.163 eV
⟨S²⟩ ... 6.078
Net charge ... +4
HOMO (alpha / beta) ... -19.48 / -20.02 eV
2S+1 ... 5